Molecular formula: C16H35O6S3
Method: DFT, wB97M-V/def2-TZVPD

Cartesian coordinates (Å):
1 C 3.62019 -1.27750 -0.74044
2 O 3.66377 0.05492 -1.22748
3 C 3.38810 1.07994 -0.30505
4 C 1.94529 1.58505 -0.38300
5 C 1.02617 0.63215 0.36551
6 S -0.67825 1.19571 0.71320
7 C -0.82917 2.82258 -0.03078
8 C -1.69960 0.21358 -0.40956
9 C -2.38307 -0.94261 0.32504
10 C -1.41556 -2.00459 0.85783
11 O -3.32405 -1.53871 -0.54881
12 H 4.02508 -1.90689 -1.52932
13 H 4.21387 -1.38991 0.16577
14 H 2.59855 -1.60720 -0.52333
15 H 4.06508 1.90521 -0.53269
16 H 3.56322 0.77614 0.73323
17 H 1.65636 1.66678 -1.43309
18 H 1.92074 2.58210 0.06116
19 H 1.42856 0.38499 1.35080
20 H 0.88586 -0.28874 -0.19583
21 H 0.06552 3.39554 0.19150
22 H -0.97260 2.73392 -1.10504
23 H -1.68851 3.29323 0.44201
24 H -1.07464 -0.12361 -1.23834
25 H -2.45110 0.90304 -0.79573
26 H -2.93469 -0.50038 1.16353
27 H -1.46014 -2.08307 1.94315
28 H -0.37583 -1.82513 0.57700
29 H -1.69942 -2.96697 0.43685
30 H -3.38334 -1.02421 -1.37489
31 C -6.82834 -1.40578 -4.13279
32 C -6.11463 -0.73258 -5.31320
33 C -5.44480 0.53775 -4.77650
34 S -5.08032 0.19583 -3.05185
35 O -5.81326 1.10004 -2.20679
36 O -3.63816 0.09631 -2.84510
37 C -5.81274 -1.43386 -2.99424
38 H -7.16257 -2.41085 -4.38221
39 H -7.70396 -0.82600 -3.83527
40 H -5.35894 -1.40672 -5.71936
41 H -6.80551 -0.48849 -6.11768
42 H -4.51472 0.79848 -5.27514
43 H -6.11701 1.39387 -4.76953
44 H -6.22732 -1.57424 -1.99859
45 H -5.01721 -2.15639 -3.17713
46 C 6.04060 1.03062 4.34436
47 C 5.79796 -0.15931 5.28129
48 C 4.32170 -0.54675 5.15108
49 S 3.84871 -0.10679 3.47443
50 O 2.82076 0.91327 3.51514
51 O 3.59024 -1.28437 2.68017
52 C 5.40680 0.65223 3.00860
53 H 7.10102 1.24610 4.22794
54 H 5.55891 1.92673 4.74046
55 H 6.42889 -0.99814 4.98336
56 H 6.04033 0.08479 6.31366
57 H 4.12760 -1.60912 5.27590
58 H 3.67552 0.02936 5.81089
59 H 5.19770 1.49404 2.35428
60 H 5.98637 -0.10540 2.48058

The calculation puts the lowest unoccupied orbital energy at -2.13 eV. The frontier orbital gap comes out at 10.25 eV. The calculated total energy is -2276.363593 Ha. As for the molecular weight: 419.65 g/mol. The charge is +1. As for the largest force on an atom: 0.0056 Eh/bohr.

---

Molecular formula: CHO2S2
Method: DFT, wB97M-V/def2-TZVPD

Cartesian coordinates (Å):
1 C 1.94257 0.83647 0.14390
2 O 1.64698 1.97942 0.21197
3 O -0.11302 -1.10498 -0.02303
4 S 3.91467 -0.16687 -0.06985
5 S 1.73093 -0.79332 -0.00768
6 H -0.32044 -2.05765 0.24333

The calculation puts the lowest unoccupied orbital energy at 3.62 eV. The frontier orbital gap comes out at 6.80 eV. The calculated total energy is -985.547263 Ha. As for the molecular weight: 109.15 g/mol. The charge is -1. As for the largest force on an atom: 0.0415 Eh/bohr. As for the energy relative to the best compared isomer or geometry (same formula, charge and spin): 2.4578 eV.

---

Molecular formula: C4H10N2O2
Method: DFT, wB97M-V/def2-TZVPD

Cartesian coordinates (Å):
1 C -0.76058 2.10109 0.33843
2 N -0.85410 0.69299 0.65615
3 N -0.69062 -0.13776 -0.46884
4 C -1.32396 -1.41929 -0.23207
5 C 0.66017 -0.21750 -1.00588
6 C 1.79876 -0.51064 -0.03961
7 O 2.90612 -0.05557 -0.14750
8 O 1.46121 -1.32882 0.96787
9 H 0.25118 2.44286 0.07970
10 H -1.42422 2.29894 -0.50122
11 H -1.10549 2.66360 1.20463
12 H -0.21053 0.44900 1.41457
13 H -2.33922 -1.22222 0.10422
14 H -0.81161 -2.02404 0.52532
15 H -1.35993 -1.97075 -1.16991
16 H 0.90357 0.72793 -1.50132
17 H 0.67268 -1.00106 -1.76807
18 H 2.22657 -1.48875 1.54353

The calculation puts the lowest unoccupied orbital energy at 0.63 eV. The frontier orbital gap comes out at 9.38 eV. The calculated total energy is -418.371209 Ha. As for the molecular weight: 118.14 g/mol. The charge is 0. As for the largest force on an atom: 0.0134 Eh/bohr. As for the energy relative to the best compared isomer or geometry (same formula, charge and spin): 2.4423 eV.

---

Molecular formula: C20H27N3O4
Method: DFT, wB97M-V/def2-TZVPD

Cartesian coordinates (Å):
1 C 0.48237 3.31082 0.01146
2 O -0.21775 2.18467 0.51099
3 C -0.94699 2.35912 1.61106
4 O -1.16949 3.43397 2.12940
5 C -1.54065 1.11981 2.10713
6 N -2.61367 1.23030 2.96884
7 C -3.09472 0.00211 3.26949
8 C -4.16155 -0.38882 4.07735
9 C -4.40722 -1.73601 4.18521
10 C -3.63479 -2.69396 3.51576
11 C -2.57837 -2.32102 2.71020
12 O -1.77488 -3.17572 2.00418
13 C -2.00868 -4.55886 2.12177
14 C -2.29697 -0.94728 2.58768
15 C -1.30312 -0.22036 1.86832
16 N -0.29039 -0.83316 1.14629
17 C 1.02580 -0.46212 1.14637
18 O 1.44932 0.52427 1.69808
19 C 1.90896 -1.45772 0.40858
20 C 1.54529 -1.57349 -1.07715
21 N 1.68779 -0.30530 -1.76176
22 C 0.81495 -0.17171 -2.91052
23 C 0.85257 1.26275 -3.42635
24 C 2.27262 1.65467 -3.82967
25 C 2.33785 3.10634 -4.29261
26 C 3.19062 1.41204 -2.63356
27 C 3.05985 -0.02235 -2.13467
28 H 0.51203 4.09935 0.76587
29 H -0.02134 3.68284 -0.88400
30 H 1.48951 2.97539 -0.22984
31 H -2.93888 2.12098 3.30767
32 H -4.76515 0.33963 4.59455
33 H -5.22252 -2.08146 4.80280
34 H -3.88903 -3.73343 3.64665
35 H -1.25705 -5.04143 1.49841
36 H -1.89250 -4.89731 3.15560
37 H -3.00568 -4.82823 1.75991
38 H -0.50916 -1.78603 0.88729
39 H 2.94087 -1.12820 0.52366
40 H 1.80663 -2.43941 0.87741
41 H 2.17198 -2.36064 -1.53740
42 H 0.50289 -1.89116 -1.16468
43 H -0.20427 -0.41683 -2.60044
44 H 1.10468 -0.86546 -3.72442
45 H 0.50975 1.92135 -2.62841
46 H 0.17431 1.36197 -4.27631
47 H 2.59402 1.00751 -4.65517
48 H 1.68441 3.26522 -5.14766
49 H 2.02523 3.77362 -3.49224
50 H 3.35268 3.37010 -4.58206
51 H 2.91295 2.08820 -1.82411
52 H 4.22983 1.60875 -2.90479
53 H 3.69631 -0.15720 -1.25856
54 H 3.40871 -0.72109 -2.92159

The calculation puts the lowest unoccupied orbital energy at 0.60 eV. The frontier orbital gap comes out at 8.24 eV. The calculated total energy is -1243.580985 Ha. As for the molecular weight: 373.45 g/mol. The charge is 0. As for the largest force on an atom: 0.0151 Eh/bohr. As for the energy relative to the best compared isomer or geometry (same formula, charge and spin): 1.7886 eV.

---

Molecular formula: C16H38BI2NO7Si
Method: DFT, wB97M-V/def2-TZVPD

Cartesian coordinates (Å):
1 C 2.06653 -5.33258 1.04807
2 C 1.61593 -4.62520 -0.22463
3 O 0.20572 -4.31903 -0.09737
4 B -0.12114 -3.04260 -0.45798
5 O 0.17929 -2.62010 -1.75524
6 Si -0.96835 -1.78643 0.84444
7 C 0.46732 -0.87037 1.72591
8 I 0.09333 -0.72592 3.83733
9 C 0.87712 0.53559 1.12699
10 C 0.60057 0.68922 -0.35194
11 I 0.08705 2.20944 2.25236
12 N -2.23895 -0.77894 0.11185
13 C -3.33236 -1.72417 -0.26023
14 C -2.84475 0.16904 1.01913
15 C -3.18955 1.47700 0.39552
16 O -3.06493 -0.07527 2.14697
17 H 2.80907 -6.08496 0.82917
18 H 2.46560 -4.59514 1.72749
19 H 1.19027 -5.75288 1.51072
20 H 1.78623 -5.21157 -1.11495
21 H 2.15494 -3.68424 -0.30477
22 H 1.12917 -2.51270 -1.90138
23 H -1.62540 -2.62689 1.87524
24 H 1.34216 -1.49525 1.61401
25 H 1.94124 0.62401 1.26617
26 H -0.41000 0.99984 -0.54453
27 H 1.22160 1.49770 -0.71596
28 H 0.86109 -0.19006 -0.92972
29 H -3.71391 -2.24367 0.61611
30 H -2.98984 -2.43100 -1.00557
31 H -4.14219 -1.16145 -0.71233
32 H -4.26051 1.53640 0.23988
33 H -2.91040 2.29718 1.03776
34 H -2.73388 1.57221 -0.57331
35 C -4.71670 2.89122 -5.57238
36 O -4.04193 1.64620 -5.63673
37 C -3.07057 1.48035 -4.61525
38 C -3.59029 0.64225 -3.46648
39 O -4.66560 1.27677 -2.78751
40 C -5.93781 0.79384 -3.18598
41 H -5.61222 2.81548 -6.18753
42 H -5.01039 3.14218 -4.55113
43 H -4.08099 3.68735 -5.97461
44 H -2.72630 2.45406 -4.25230
45 H -2.21468 0.96703 -5.06396
46 H -2.78292 0.50752 -2.73809
47 H -3.89061 -0.34927 -3.81923
48 H -6.14469 -0.17069 -2.70910
49 H -6.00920 0.68327 -4.26972
50 H -6.68572 1.51494 -2.85882
51 C 7.33098 1.52614 3.04423
52 O 6.57748 2.25384 3.99816
53 C 5.56884 3.06674 3.41656
54 C 4.20315 2.41638 3.48445
55 O 4.15425 1.22846 2.70484
56 C 4.32341 0.03986 3.46063
57 H 7.86381 0.73744 3.57371
58 H 6.69316 1.07155 2.28333
59 H 8.06394 2.18133 2.56093
60 H 5.82461 3.31157 2.38078
61 H 5.54057 4.00074 3.98583
62 H 3.46356 3.10584 3.06644
63 H 3.92241 2.21193 4.52188
64 H 3.39406 -0.22545 3.97515
65 H 5.12888 0.13370 4.19172
66 H 4.57940 -0.75981 2.76496

The calculation puts the lowest unoccupied orbital energy at 0.05 eV. The frontier orbital gap comes out at 8.37 eV. The calculated total energy is -2123.561259 Ha. As for the molecular weight: 649.19 g/mol. The charge is 0. As for the largest force on an atom: 0.0522 Eh/bohr.